[1]
{"formula": "C35H37BiN5O4", "method": "wB97M-V/def2-TZVPD", "charge": 1, "homo_energy_ev": -10.0, "orbital_gap_ev": 6.91, "mol_weight_g_mol": 800.69, "e_above_lowest_kj_mol": 84.7, "largest_force_ev_per_a": 0.430, "lumo_ha": -0.11363, "energy_ha": -2145.1012, "species": ["Bi", "C", "C", "C", "C", "C", "N", "C", "C", "C", "N", "C", "C", "C", "C", "C", "C", "C", "C", "N", "C", "C", "C", "N", "C", "C", "C", "C", "O", "C", "O", "H", "H", "H", "H", "H", "H", "H", "H", "H", "H", "H", "H", "H", "H", "H", "H", "H", "H", "H", "H", "H", "H", "H", "H", "H", "H", "H", "H", "O", "C", "O", "C", "C", "C", "C", "C", "C", "C", "C", "C", "N", "H", "H", "H", "H", "H", "H", "C", "H", "H", "H"], "xyz": [[0.75754, -1.06604, 0.67846], [2.36395, 6.10513, -0.58991], [1.54218, 4.88715, -0.27397], [0.48785, 4.48679, -1.04382], [-0.26323, 3.32793, -0.73112], [-1.34781, 2.96775, -1.55252], [-2.08864, 1.91346, -1.34673], [-3.17841, 1.46343, -2.19296], [-2.92229, 0.04350, -2.72222], [-3.60684, -1.04018, -1.89937], [-3.24453, -2.35953, -2.41725], [-2.97861, -3.48189, -1.77825], [-2.67397, -3.75722, -0.43853], [-2.88136, -5.11558, -0.04196], [-2.73406, -5.53273, 1.24379], [-2.98982, -6.94615, 1.68162], [-2.34464, -4.54908, 2.18868], [-2.01029, -3.26526, 1.85674], [-1.63913, -2.31562, 2.92868], [-0.61715, -1.57188, 2.88950], [-0.47445, -0.53798, 3.91736], [0.90450, -0.47246, 4.56990], [1.96085, 0.41750, 3.86487], [1.45497, 0.99138, 2.63130], [1.63963, 2.22205, 2.40692], [1.18939, 2.93789, 1.19947], [1.84478, 4.09645, 0.85937], [0.07036, 2.50226, 0.40014], [-0.59395, 1.45141, 0.65688], [-2.10632, -2.80824, 0.48596], [-1.70771, -1.66627, 0.12184], [1.92027, 6.67495, -1.40559], [3.38080, 5.83576, -0.88563], [2.44356, 6.76658, 0.27376], [0.20773, 5.06420, -1.92000], [-1.58557, 3.58051, -2.41974], [-1.79145, 1.38841, -0.49547], [-3.29286, 2.17162, -3.01352], [-4.10177, 1.49838, -1.60936], [-1.84821, -0.15032, -2.70054], [-3.23548, -0.01911, -3.76782], [-4.69478, -0.95226, -1.96266], [-3.30021, -0.97936, -0.86078], [-3.40536, -2.47154, -3.40824], [-3.04084, -4.35003, -2.42910], [-3.20422, -5.82354, -0.79849], [-3.15908, -7.59642, 0.82473], [-3.86829, -7.00762, 2.32660], [-2.14369, -7.34490, 2.24236], [-2.28021, -4.84080, 3.23353], [-2.32258, -2.25899, 3.78409], [-1.24401, -0.68412, 4.68282], [-0.68860, 0.40708, 3.41164], [1.29903, -1.48329, 4.68555], [0.75158, -0.09333, 5.58090], [2.82177, -0.19754, 3.60064], [2.31453, 1.19599, 4.54991], [2.18843, 2.84500, 3.12734], [2.66198, 4.41877, 1.50050], [4.72685, -0.49634, 1.90470], [3.70859, -0.60780, 1.26144], [2.75028, -1.45404, 1.48744], [3.50110, 0.31325, 0.05452], [4.45367, 1.31432, -0.22642], [4.22850, 2.15178, -1.27653], [3.07995, 1.97534, -2.08789], [2.80211, 2.77503, -3.22061], [1.70640, 2.51982, -3.99557], [0.84116, 1.45097, -3.67317], [1.07326, 0.67597, -2.57300], [2.19431, 0.93274, -1.75649], [2.41750, 0.14223, -0.66620], [5.31994, 1.38354, 0.41501], [4.92623, 2.94627, -1.51373], [3.48040, 3.58186, -3.46957], [1.50945, 3.12211, -4.87253], [-0.00676, 1.24227, -4.31456], [0.43318, -0.16511, -2.32776], [1.03658, -2.95267, -0.56303], [0.81313, -3.83835, 0.03443], [2.06483, -3.01085, -0.91327], [0.34407, -2.92440, -1.40752]], "forces_ev_per_a": [[-0.4, 0.1, -0.1], [0.0, 0.0, 0.0], [0.0, 0.0, 0.0], [0.0, 0.0, 0.0], [-0.1, 0.0, 0.0], [0.1, 0.0, 0.0], [-0.1, -0.1, 0.2], [0.0, 0.0, 0.0], [0.1, 0.0, 0.0], [0.0, 0.0, 0.0], [0.0, 0.0, 0.0], [0.0, 0.0, 0.0], [0.0, -0.1, -0.1], [0.0, 0.0, 0.0], [0.0, 0.1, 0.0], [0.0, 0.0, 0.0], [0.0, 0.0, 0.0], [0.0, 0.0, 0.0], [0.1, -0.1, -0.1], [0.2, 0.1, -0.1], [-0.1, 0.1, 0.0], [0.1, 0.0, 0.0], [0.0, -0.1, 0.0], [0.1, 0.0, 0.0], [0.0, 0.1, 0.0], [0.0, 0.1, 0.0], [0.1, 0.0, 0.0], [0.0, -0.2, 0.0], [0.0, 0.1, 0.0], [-0.1, 0.0, 0.1], [0.0, 0.0, 0.0], [0.0, 0.0, 0.0], [0.0, 0.0, 0.0], [0.0, 0.0, 0.0], [0.0, 0.0, 0.0], [0.0, 0.0, 0.0], [0.0, 0.0, 0.0], [0.1, 0.0, 0.0], [0.0, 0.0, -0.1], [0.0, 0.0, -0.1], [-0.1, 0.0, 0.0], [0.0, 0.0, 0.0], [0.0, 0.0, 0.0], [0.0, 0.0, 0.0], [0.0, 0.0, 0.0], [0.0, 0.0, 0.0], [0.0, 0.0, 0.0], [0.0, 0.0, 0.0], [0.0, 0.0, 0.0], [0.0, 0.0, 0.0], [0.0, 0.0, 0.0], [0.0, -0.1, 0.0], [0.0, 0.0, 0.0], [0.0, 0.0, 0.0], [0.0, 0.0, 0.0], [0.0, 0.0, 0.1], [0.0, 0.0, 0.0], [0.0, 0.0, 0.0], [0.0, 0.0, 0.0], [0.0, 0.0, 0.0], [0.0, 0.0, -0.1], [0.0, 0.0, 0.1], [0.0, 0.0, 0.1], [0.0, 0.0, 0.0], [0.0, 0.0, 0.0], [0.0, 0.0, 0.0], [0.0, 0.0, 0.0], [0.0, 0.0, 0.0], [0.0, 0.0, 0.0], [0.0, 0.0, 0.0], [0.0, 0.0, 0.0], [0.3, 0.0, 0.0], [0.0, 0.0, 0.0], [0.0, 0.0, 0.0], [0.0, 0.0, 0.0], [0.0, 0.0, 0.0], [0.0, 0.0, 0.0], [0.0, 0.0, 0.0], [0.0, -0.1, 0.1], [0.0, 0.0, 0.0], [0.0, 0.0, 0.0], [0.0, 0.0, 0.0]], "mulliken_charge": [2.483, -1.744, 0.354, -0.640, 0.116, -0.120, 0.164, -1.139, -0.104, -0.461, -0.016, -0.338, 0.862, -1.173, 0.219, -1.600, -0.380, 0.290, -0.682, 0.131, -0.938, -0.842, -0.700, 0.313, -1.211, 1.388, -0.744, 0.666, -1.046, 0.628, -1.054, 0.389, 0.311, 0.417, 0.365, 0.435, 0.105, 0.437, 0.466, 0.055, 0.402, 0.259, 0.083, 0.333, 0.420, 0.291, 0.377, 0.342, 0.373, 0.537, 0.378, 0.632, 0.220, 0.372, 0.379, 0.026, 0.529, 0.312, 0.447, -0.661, 0.171, -0.735, 0.747, -1.062, -0.738, 1.112, -0.634, -0.830, -0.476, -0.346, -0.154, -0.235, 0.578, 0.490, 0.465, 0.427, 0.451, 0.400, -1.594, 0.417, 0.502, 0.333]}


[2]
{"formula": "C35H37BiN6O4SSbSe4Te", "method": "wB97M-V/def2-TZVPD", "charge": -2, "homo_energy_ev": [-2.2, -2.1], "orbital_gap_ev": [5.93, 5.49], "s_squared": 0.756, "mol_weight_g_mol": 1411.97, "e_above_lowest_kj_mol": 0.0, "largest_force_ev_per_a": 0.421, "multiplicity": 2, "lumo_ha": [0.13892, 0.12435], "energy_ha": -12712.4177, "species": ["Bi", "N", "C", "C", "C", "C", "C", "C", "S", "O", "O", "N", "C", "N", "C", "C", "C", "N", "H", "H", "H", "H", "H", "H", "H", "H", "H", "Se", "Sb", "Se", "Se", "Se", "C", "C", "N", "O", "H", "H", "H", "H", "H", "C", "C", "C", "C", "C", "C", "Te", "N", "C", "O", "C", "C", "C", "C", "C", "C", "C", "C", "C", "C", "C", "C", "C", "C", "C", "C", "H", "H", "H", "H", "H", "H", "H", "H", "H", "H", "H", "H", "H", "H", "H", "H", "H", "H", "H", "H", "H", "H", "H"], "xyz": [[-2.17716, 0.79947, -0.20903], [1.00311, 1.24539, 6.94666], [1.21604, 1.10978, 5.56097], [0.48172, 0.18774, 4.82029], [0.70970, 0.04009, 3.46234], [1.67217, 0.81103, 2.82918], [2.41877, 1.72145, 3.56079], [2.19546, 1.86637, 4.92016], [1.92233, 0.62414, 1.07877], [3.27485, 1.05412, 0.80227], [1.61391, -0.77146, 0.81151], [0.80797, 1.45961, 0.33414], [0.78106, 2.80644, 0.33098], [1.55910, 3.53847, 1.15564], [1.42769, 4.85357, 1.09245], [0.54580, 5.49671, 0.24459], [-0.22395, 4.66024, -0.55519], [-0.11606, 3.34692, -0.53457], [0.07011, 0.98009, 7.22538], [1.21669, 2.17127, 7.28626], [-0.27903, -0.41615, 5.30305], [0.12692, -0.66980, 2.89213], [3.16162, 2.31692, 3.05081], [2.77826, 2.58135, 5.49115], [2.06068, 5.42699, 1.76696], [0.44237, 6.57124, 0.22377], [-0.96511, 5.06939, -1.23558], [-5.86967, 3.72681, -2.95369], [-5.74825, 2.69903, -0.78233], [-3.63957, 4.05198, 0.34479], [-4.64932, 0.37443, -1.22411], [-4.89216, 5.65708, 1.26328], [-4.52182, 0.09857, 2.58085], [-3.06027, 0.47603, 2.74877], [-2.82257, 1.09647, 4.03170], [-2.58926, 1.30393, 1.79005], [-4.83796, -0.55085, 3.39928], [-4.67819, -0.40211, 1.62594], [-5.11701, 1.01145, 2.59797], [-2.64689, 0.37446, 4.72109], [-1.97248, 1.64341, 3.93487], [5.48016, 1.97568, -3.44943], [4.25343, 1.14220, -3.19790], [4.35136, -0.12406, -2.64880], [3.22302, -0.87456, -2.32571], [3.42822, -2.20921, -1.66361], [1.95735, -0.33639, -2.58312], [0.23989, -1.31526, -1.81043], [-2.02247, -1.24351, 0.48094], [-2.05317, -1.55377, 1.69885], [-2.30833, -0.81195, 2.81307], [-1.71601, -2.95492, 2.12225], [-2.41227, -3.58879, 3.14545], [-2.10826, -4.89776, 3.49156], [-1.08792, -5.57161, 2.83391], [-0.37734, -4.93244, 1.82578], [-0.69427, -3.63178, 1.46532], [-0.75509, -1.80579, -3.63571], [-1.93765, -1.13273, -3.93282], [-2.73212, -1.50578, -5.00782], [-2.33464, -2.56229, -5.81000], [-1.15182, -3.23208, -5.52977], [-0.35360, -2.87524, -4.44636], [0.92837, -3.61834, -4.18957], [1.83493, 0.93781, -3.15435], [0.49883, 1.57111, -3.41561], [2.98840, 1.65055, -3.45856], [6.37719, 1.35700, -3.49825], [5.61929, 2.69924, -2.64299], [5.39866, 2.53475, -4.38343], [5.33208, -0.53419, -2.42963], [4.46479, -2.53090, -1.77969], [2.77437, -2.97724, -2.07795], [3.20423, -2.13324, -0.59819], [-3.19356, -3.04758, 3.66340], [-2.66591, -5.39202, 4.27843], [-0.84463, -6.59095, 3.10966], [0.42852, -5.44863, 1.31816], [-0.15367, -3.11909, 0.67964], [-2.26455, -0.30822, -3.30997], [-3.65709, -0.97571, -5.19517], [-2.94491, -2.87296, -6.64951], [-0.84079, -4.05922, -6.15980], [1.06846, -4.41201, -4.92506], [0.93677, -4.05797, -3.19062], [1.78605, -2.94344, -4.24277], [-0.14985, 0.91774, -3.99960], [0.62055, 2.50851, -3.95997], [-0.00400, 1.80150, -2.47227], [2.88934, 2.64347, -3.88633]], "forces_ev_per_a": [[0.1, -0.3, 0.0], [0.0, 0.0, 0.0], [0.0, 0.0, -0.1], [0.0, 0.0, 0.0], [0.0, 0.0, 0.0], [0.0, 0.0, 0.0], [0.0, 0.0, 0.0], [0.0, 0.0, 0.0], [0.1, 0.0, 0.1], [0.0, 0.0, 0.0], [0.0, -0.1, -0.1], [-0.2, -0.2, -0.2], [0.0, 0.1, 0.0], [0.1, 0.0, 0.0], [0.0, 0.0, 0.0], [0.0, 0.0, 0.0], [0.0, 0.1, 0.0], [0.0, 0.0, 0.1], [0.0, 0.0, 0.0], [0.0, 0.0, 0.0], [0.0, 0.0, 0.0], [0.1, 0.0, 0.0], [0.0, 0.0, 0.0], [0.0, 0.0, 0.0], [0.0, 0.0, 0.0], [0.0, 0.0, 0.0], [0.0, 0.0, 0.0], [0.0, 0.0, 0.0], [0.0, 0.2, 0.1], [-0.1, -0.1, -0.2], [0.3, 0.0, 0.1], [-0.1, 0.0, 0.0], [0.0, 0.0, 0.0], [0.0, -0.2, 0.0], [0.0, 0.1, 0.0], [0.0, 0.3, 0.3], [0.0, 0.0, 0.0], [0.0, 0.0, 0.0], [0.0, 0.0, 0.0], [-0.1, 0.0, 0.0], [0.0, 0.0, 0.0], [0.0, 0.0, 0.0], [0.0, 0.0, 0.0], [0.0, 0.0, 0.0], [0.0, 0.0, -0.1], [0.0, 0.0, 0.0], [0.0, -0.1, 0.1], [-0.1, 0.0, 0.0], [-0.1, 0.1, -0.1], [0.1, -0.1, 0.1], [-0.1, 0.0, -0.1], [0.0, 0.0, 0.0], [0.0, 0.0, 0.0], [0.0, 0.0, 0.0], [0.0, 0.0, 0.0], [0.0, 0.0, 0.0], [0.0, 0.0, 0.0], [0.0, 0.0, 0.0], [0.0, 0.0, 0.1], [0.0, 0.0, 0.0], [0.0, 0.0, 0.0], [0.0, 0.0, 0.0], [0.1, 0.1, -0.1], [0.0, 0.0, 0.0], [0.0, 0.0, 0.0], [0.0, 0.0, 0.0], [0.0, 0.0, 0.0], [0.0, 0.0, 0.0], [0.0, 0.0, 0.0], [0.0, 0.0, 0.0], [0.0, 0.0, 0.0], [0.0, 0.0, 0.0], [0.0, 0.0, 0.0], [0.0, 0.0, 0.0], [0.0, 0.0, 0.0], [0.0, 0.0, 0.0], [0.0, 0.0, 0.0], [0.0, 0.0, 0.0], [0.0, 0.0, 0.0], [0.0, 0.0, 0.0], [0.0, 0.0, 0.0], [0.0, 0.0, 0.0], [0.0, 0.0, 0.0], [0.0, 0.0, 0.0], [0.0, 0.0, 0.0], [0.0, 0.0, 0.0], [0.0, 0.0, 0.0], [0.0, 0.0, 0.0], [0.0, 0.0, 0.0], [0.0, 0.0, 0.0]], "mulliken_charge": [1.256, -0.646, 1.076, -0.722, -0.384, -0.907, -0.398, -0.851, 1.468, -0.820, -0.528, 0.249, 0.091, -0.374, -0.194, -0.940, -0.389, -0.194, 0.235, 0.213, 0.483, 0.294, 0.467, 0.292, 0.412, 0.377, 0.610, -0.687, 0.254, -0.111, -0.641, -0.413, -1.325, 0.987, -0.744, -0.269, 0.272, 0.254, 0.336, 0.318, 0.267, -1.636, 0.806, -1.112, 1.486, -1.590, 0.275, 0.647, -0.849, 0.336, -0.109, 0.230, -0.303, -0.654, -0.371, -0.828, -0.235, 0.080, -0.278, -1.039, -0.586, -0.779, 0.841, -1.070, 0.918, -1.293, -1.112, 0.388, 0.290, 0.377, 0.256, 0.493, 0.088, 0.232, 0.422, 0.382, 0.350, 0.410, 0.446, 0.428, 0.492, 0.352, 0.315, 0.410, 0.189, 0.163, 0.159, 0.447, 0.145, 0.320]}